Computed, not measured: a cluster of 2 separate species, C31H28N2O4 in total, with wB97M-V/def2-TZVPD.

Each atom is followed by the atoms it is bonded to, with distances in Å.
Element x y z (Å)
1 C 2.90 3.96 0.17  C2 1.526, H20 1.099, H21 1.098, H22 1.098
2 C 2.19 3.47 1.43  C1 1.526, C3 1.537, O4 1.438, O19 1.441
3 C 1.83 4.66 2.34  C2 1.537, H23 1.094, H24 1.094, H25 1.093
4 O 0.97 2.78 1.12  C2 1.438, C5 1.378
5 C 1.05 1.51 0.60  O4 1.378, O6 1.225, C7 1.430
6 O 0.07 1.04 0.03  C5 1.225
7 C 2.29 0.83 0.79  C5 1.430, C8 1.465, C17 1.450
8 C 2.65 -0.39 0.06  C7 1.465, C9 1.527, H26 1.095, H27 1.097
9 C 3.24 -0.10 -1.31  C8 1.527, C10 1.398, C16 1.392
10 C 4.62 0.05 -1.50  C9 1.398, C11 1.397, H28 1.094
11 C 5.12 0.30 -2.78  C10 1.397, C12 1.401, H29 1.092
12 C 4.25 0.40 -3.87  C11 1.401, C13 1.439, C15 1.400
13 C 4.76 0.61 -5.20  C12 1.439, N14 1.174
14 N 5.16 0.79 -6.29  C13 1.174
15 C 2.87 0.30 -3.66  C12 1.400, C16 1.394, H30 1.091
16 C 2.37 0.08 -2.38  C9 1.392, C15 1.394, H31 1.094
17 C 3.35 1.42 1.59  C7 1.450, O18 1.217, O19 1.385
18 O 4.46 0.93 1.73  C17 1.217
19 O 3.04 2.61 2.21  C2 1.441, C17 1.385
20 H 3.20 3.12 -0.48  C1 1.099
21 H 2.23 4.63 -0.38  C1 1.098
22 H 3.78 4.54 0.46  C1 1.098
23 H 1.37 4.30 3.27  C3 1.094
24 H 2.74 5.22 2.59  C3 1.094
25 H 1.14 5.33 1.83  C3 1.093
26 H 3.42 -0.88 0.67  C8 1.095
27 H 1.74 -1.00 -0.05  C8 1.097
28 H 5.28 -0.03 -0.64  C10 1.094
29 H 6.20 0.41 -2.94  C11 1.092
30 H 2.17 0.39 -4.51  C15 1.091
31 H 1.29 0.03 -2.19  C16 1.094
32 C -1.85 -4.82 0.89  C33 1.466, H50 1.089, H51 1.098, H52 1.099
33 C -2.25 -3.45 1.24  C32 1.466, N34 1.352, C42 1.428
34 N -2.67 -3.17 2.50  C33 1.352, C35 1.454, C36 1.401
35 C -2.55 -4.10 3.61  N34 1.454, H53 1.091, H54 1.098, H55 1.100
36 C -3.08 -1.84 2.61  N34 1.401, C37 1.417, C41 1.386
37 C -2.85 -1.22 1.36  C36 1.417, C38 1.392, C42 1.473
38 C -3.02 0.16 1.28  C37 1.392, C39 1.407, H56 1.089
39 C -3.53 0.85 2.40  C38 1.407, C40 1.408, H57 1.089
40 C -3.69 0.21 3.65  C39 1.408, C41 1.401, H58 1.090
41 C -3.43 -1.16 3.77  C36 1.386, C40 1.401, H59 1.094
42 C -2.33 -2.26 0.45  C33 1.428, C37 1.473, C43 1.387
43 C -1.93 -2.14 -0.87  C42 1.387, C44 1.433, H60 1.094
44 C -2.36 -1.12 -1.78  C43 1.433, C45 1.423, C49 1.420
45 C -3.67 -0.55 -1.73  C44 1.423, C46 1.395, H61 1.093
46 C -3.98 0.56 -2.51  C45 1.395, C47 1.406, H62 1.095
47 C -3.01 1.12 -3.37  C46 1.406, C48 1.408, H63 1.094
48 C -1.77 0.47 -3.53  C47 1.408, C49 1.391, H64 1.095
49 C -1.49 -0.68 -2.81  C44 1.420, C48 1.391, H65 1.096
50 H -1.70 -4.88 -0.18  C32 1.089
51 H -0.92 -5.08 1.40  C32 1.098
52 H -2.62 -5.54 1.19  C32 1.099
53 H -2.84 -3.57 4.52  C35 1.091
54 H -3.19 -4.98 3.48  C35 1.098
55 H -1.51 -4.45 3.71  C35 1.100
56 H -2.71 0.68 0.37  C38 1.089
57 H -3.80 1.90 2.31  C39 1.089
58 H -4.01 0.77 4.52  C40 1.090
59 H -3.49 -1.71 4.71  C41 1.094
60 H -1.24 -2.90 -1.25  C43 1.094
61 H -4.42 -1.02 -1.09  C45 1.093
62 H -4.98 1.00 -2.45  C46 1.095
63 H -3.24 2.04 -3.92  C47 1.094
64 H -1.03 0.87 -4.23  C48 1.095
65 H -0.58 -1.27 -2.99  C49 1.096

The HOMO energy is -6.08 eV. The energy relative to the best compared isomer or geometry (same formula, charge and spin) is 65.0 kcal/mol. The LUMO energy is -0.0995 hartree. As for the charge: 0.